{
  "formula": "C78H182N4O4",
  "method": "the ωB97M-V functional and the def2-TZVPD basis",
  "lumo_ev": 0.357,
  "e_tot_ha": -3600.97845,
  "homo_ev": -9.1,
  "elements": ["C", "C", "C", "C", "C", "C", "H", "H", "H", "H", "H", "H", "H", "H", "H", "H", "H", "H", "H", "H", "C", "C", "C", "C", "C", "C", "H", "H", "H", "H", "H", "H", "H", "H", "H", "H", "H", "H", "H", "H", "C", "C", "C", "C", "C", "C", "H", "H", "H", "H", "H", "H", "H", "H", "H", "H", "H", "H", "H", "H", "C", "C", "C", "C", "C", "C", "H", "H", "H", "H", "H", "H", "H", "H", "H", "H", "H", "H", "H", "H", "C", "C", "C", "C", "C", "C", "H", "H", "H", "H", "H", "H", "H", "H", "H", "H", "H", "H", "H", "H", "C", "C", "C", "C", "C", "C", "H", "H", "H", "H", "H", "H", "H", "H", "H", "H", "H", "H", "H", "H", "C", "C", "C", "C", "C", "C", "H", "H", "H", "H", "H", "H", "H", "H", "H", "H", "H", "H", "H", "H", "C", "C", "C", "C", "C", "C", "H", "H", "H", "H", "H", "H", "H", "H", "H", "H", "H", "H", "H", "H", "C", "C", "C", "C", "C", "C", "H", "H", "H", "H", "H", "H", "H", "H", "H", "H", "H", "H", "H", "H", "C", "C", "C", "C", "C", "C", "H", "H", "H", "H", "H", "H", "H", "H", "H", "H", "H", "H", "H", "H", "C", "C", "C", "C", "C", "C", "H", "H", "H", "H", "H", "H", "H", "H", "H", "H", "H", "H", "H", "H", "C", "C", "O", "N", "C", "H", "H", "H", "H", "H", "H", "H", "C", "C", "O", "N", "C", "H", "H", "H", "H", "H", "H", "H", "C", "C", "O", "N", "C", "H", "H", "H", "H", "H", "H", "H", "C", "C", "O", "N", "C", "H", "H", "H", "H", "H", "H", "H"],
  "positions_angstrom": [[6.669, 0.047, 1.288], [5.778, -0.390, 2.482], [4.967, -1.614, 2.138], [3.631, -1.375, 1.356], [3.183, -2.562, 0.535], [3.934, -2.630, -0.807], [6.001, 0.133, 0.451], [7.283, -0.734, 0.913], [7.254, 0.936, 1.518], [6.396, -0.588, 3.316], [5.067, 0.438, 2.781], [4.610, -2.228, 2.981], [5.562, -2.303, 1.551], [2.925, -1.109, 2.172], [3.720, -0.488, 0.708], [3.373, -3.537, 1.071], [2.102, -2.616, 0.347], [3.564, -1.803, -1.482], [4.996, -2.410, -0.616], [3.826, -3.505, -1.369], [6.941, -7.082, -4.386], [6.082, -5.887, -4.908], [6.815, -4.584, -5.301], [5.694, -3.520, -5.398], [6.164, -2.428, -6.279], [5.142, -1.335, -6.605], [7.734, -7.323, -5.113], [6.327, -7.963, -4.291], [7.399, -6.839, -3.428], [5.393, -6.121, -5.730], [5.425, -5.687, -4.108], [7.354, -4.810, -6.261], [7.645, -4.267, -4.660], [4.772, -3.817, -5.827], [5.359, -3.189, -4.423], [7.074, -1.975, -5.867], [6.367, -2.851, -7.281], [4.194, -1.717, -7.006], [5.013, -0.714, -5.699], [5.608, -0.629, -7.354], [-4.162, 2.764, -3.208], [-4.150, 1.262, -3.422], [-2.771, 0.718, -3.060], [-2.616, -0.789, -3.107], [-2.950, -1.517, -4.379], [-2.537, -3.030, -4.430], [-5.114, 3.217, -3.248], [-3.665, 3.221, -3.989], [-3.744, 3.024, -2.234], [-4.898, 0.801, -2.715], [-4.368, 1.093, -4.494], [-2.480, 1.014, -2.064], [-2.046, 1.168, -3.734], [-1.532, -0.869, -3.071], [-2.931, -1.303, -2.199], [-3.938, -1.356, -4.855], [-2.241, -1.112, -5.159], [-3.238, -3.565, -3.776], [-2.519, -3.386, -5.479], [-1.540, -3.197, -3.991], [-4.103, -7.840, 3.596], [-2.988, -6.837, 3.201], [-1.626, -7.556, 3.125], [-0.515, -6.487, 3.040], [-0.509, -5.688, 1.786], [0.621, -4.656, 1.598], [-5.038, -7.309, 3.448], [-3.999, -8.245, 4.627], [-4.072, -8.693, 2.947], [-3.241, -6.516, 2.172], [-3.003, -5.987, 3.856], [-1.746, -8.163, 2.217], [-1.435, -8.107, 4.042], [-0.535, -5.885, 3.933], [0.387, -7.068, 3.092], [-0.423, -6.275, 0.870], [-1.463, -5.146, 1.632], [1.596, -5.093, 1.439], [0.292, -4.002, 0.801], [0.761, -4.031, 2.530], [5.191, 3.294, 1.087], [5.234, 3.412, -0.456], [4.435, 4.580, -1.088], [3.817, 4.222, -2.459], [3.091, 5.426, -3.135], [2.043, 4.979, -4.126], [5.398, 4.265, 1.617], [5.886, 2.463, 1.373], [4.195, 2.962, 1.393], [6.298, 3.470, -0.793], [4.846, 2.429, -0.818], [5.064, 5.471, -1.210], [3.708, 4.826, -0.298], [4.701, 3.975, -3.068], [3.220, 3.328, -2.494], [2.676, 6.121, -2.387], [3.888, 5.941, -3.672], [1.541, 5.909, -4.500], [2.324, 4.400, -4.942], [1.328, 4.389, -3.551], [1.650, -4.059, 5.716], [1.094, -2.888, 6.633], [1.349, -1.560, 5.966], [0.429, -1.201, 4.819], [-1.045, -0.897, 5.283], [-1.859, -0.292, 4.106], [2.631, -3.861, 5.418], [0.940, -4.286, 4.913], [1.600, -5.012, 6.266], [0.043, -2.959, 6.804], [1.621, -2.929, 7.621], [2.372, -1.529, 5.569], [1.359, -0.811, 6.777], [0.807, -0.283, 4.392], [0.469, -1.910, 3.980], [-1.454, -1.778, 5.780], [-0.964, -0.074, 6.047], [-1.632, -0.747, 3.087], [-2.999, -0.206, 4.186], [-1.502, 0.726, 4.022], [2.219, 2.495, 4.148], [0.867, 2.588, 4.924], [0.973, 3.368, 6.286], [-0.207, 3.258, 7.271], [-0.071, 4.145, 8.481], [-1.201, 3.963, 9.469], [3.033, 2.346, 4.805], [2.517, 3.484, 3.675], [2.175, 1.677, 3.388], [0.152, 3.107, 4.282], [0.486, 1.571, 5.076], [1.111, 4.368, 5.954], [1.904, 3.141, 6.860], [-1.129, 3.640, 6.768], [-0.387, 2.234, 7.466], [0.895, 4.020, 8.961], [-0.115, 5.171, 8.159], [-1.154, 3.144, 10.119], [-1.384, 4.871, 10.059], [-2.075, 3.826, 8.877], [2.170, 0.868, -4.028], [0.910, 0.484, -4.718], [0.551, 1.541, -5.736], [-0.754, 1.280, -6.578], [-0.536, 0.271, -7.674], [-1.880, -0.072, -8.280], [2.337, 0.296, -3.116], [2.013, 1.903, -3.717], [3.104, 0.776, -4.613], [1.032, -0.415, -5.290], [0.074, 0.418, -4.008], [1.466, 1.802, -6.306], [0.319, 2.461, -5.135], [-1.493, 0.960, -5.858], [-1.200, 2.221, -6.921], [0.211, 0.636, -8.404], [-0.179, -0.686, -7.378], [-1.785, -0.686, -9.219], [-2.575, -0.712, -7.672], [-2.469, 0.800, -8.540], [0.924, -3.056, -2.909], [0.369, -4.302, -2.251], [1.325, -5.441, -2.361], [1.007, -6.850, -1.681], [2.241, -7.799, -1.700], [2.522, -8.300, -3.093], [1.993, -2.873, -2.725], [0.305, -2.214, -2.758], [0.819, -3.340, -3.982], [0.206, -4.077, -1.181], [-0.633, -4.575, -2.610], [2.311, -5.124, -1.899], [1.536, -5.435, -3.451], [0.750, -6.577, -0.658], [0.115, -7.449, -2.000], [3.121, -7.348, -1.282], [1.963, -8.690, -1.088], [3.417, -8.856, -2.972], [1.660, -8.920, -3.454], [2.758, -7.559, -3.870], [-0.324, 3.801, 1.708], [0.399, 3.803, 0.302], [1.039, 2.477, -0.053], [0.014, 1.354, -0.313], [0.462, -0.059, 0.251], [-0.667, -1.105, 0.192], [-0.830, 4.787, 1.779], [0.452, 3.797, 2.503], [-1.139, 3.098, 1.862], [-0.332, 4.070, -0.474], [1.283, 4.527, 0.280], [1.630, 2.117, 0.891], [1.645, 2.677, -0.918], [-0.937, 1.544, 0.303], [-0.245, 1.257, -1.379], [1.445, -0.380, -0.173], [0.628, 0.183, 1.273], [-1.645, -0.620, 0.414], [-0.659, -1.677, -0.763], [-0.480, -1.964, 0.869], [-6.066, 5.247, -1.250], [-6.063, 5.901, 0.115], [-4.909, 5.211, 0.900], [-5.133, 5.083, 2.385], [-3.904, 4.516, 3.071], [-3.709, 3.035, 2.819], [-6.412, 4.228, -1.154], [-5.091, 5.088, -1.654], [-6.643, 5.836, -2.021], [-5.953, 6.979, 0.073], [-6.990, 5.678, 0.684], [-4.008, 5.770, 0.735], [-4.762, 4.247, 0.417], [-5.347, 6.087, 2.810], [-6.044, 4.509, 2.570], [-3.085, 5.088, 2.785], [-4.052, 4.659, 4.174], [-2.778, 2.663, 3.165], [-4.463, 2.470, 3.385], [-3.794, 2.764, 1.800], [-0.061, 8.188, -0.706], [-0.993, 7.079, -0.921], [-1.650, 6.543, -0.033], [-0.906, 6.586, -2.167], [-1.643, 5.389, -2.481], [0.642, 7.851, 0.093], [-0.565, 9.158, -0.337], [0.533, 8.451, -1.555], [-0.494, 7.115, -2.926], [-2.488, 5.668, -3.121], [-2.115, 5.180, -1.506], [-0.972, 4.598, -2.852], [-3.130, -3.792, -0.447], [-4.191, -4.824, -0.771], [-3.994, -5.944, -1.198], [-5.444, -4.310, -0.535], [-6.672, -4.956, -0.975], [-2.262, -4.210, 0.033], [-3.533, -2.876, 0.011], [-2.679, -3.517, -1.386], [-5.415, -3.331, -0.297], [-7.227, -5.274, -0.127], [-6.362, -5.843, -1.498], [-7.200, -4.209, -1.665], [-3.029, 8.716, 2.730], [-2.164, 8.061, 3.795], [-2.214, 8.290, 4.989], [-1.349, 7.169, 3.232], [-0.587, 6.271, 4.114], [-3.999, 8.739, 3.131], [-3.040, 8.240, 1.736], [-2.684, 9.751, 2.712], [-1.514, 6.992, 2.263], [-1.234, 5.552, 4.667], [-0.072, 6.795, 4.888], [0.197, 5.717, 3.529], [-4.455, 0.325, 1.052], [-4.900, -1.074, 1.139], [-5.602, -1.561, 0.306], [-4.530, -1.706, 2.196], [-5.087, -3.034, 2.457], [-3.419, 0.581, 1.422], [-5.157, 0.931, 1.613], [-4.617, 0.691, 0.006], [-3.940, -1.253, 2.920], [-4.337, -3.794, 2.273], [-5.941, -3.212, 1.804], [-5.324, -3.246, 3.501]],
  "atomic_forces_ev_per_a": [[-1.330, -0.101, 0.787], [-0.716, 0.990, -0.764], [-1.373, -1.083, -0.646], [0.372, 0.889, 1.039], [-0.022, -1.836, -0.248], [0.028, 2.882, 0.476], [-0.357, 1.015, -0.590], [1.039, -0.901, 0.356], [-0.082, -0.024, -0.321], [0.670, -0.203, 1.097], [0.799, -0.616, -0.316], [0.579, 0.422, 0.219], [0.449, -0.188, -0.209], [-0.093, -0.093, -0.721], [-0.050, -0.136, 0.087], [0.020, 0.957, -0.163], [0.189, 0.436, 0.078], [0.377, -0.588, 0.650], [-0.183, -0.277, -0.265], [-0.120, -1.574, -0.515], [0.073, 0.845, -1.475], [1.319, -0.598, 0.224], [-0.869, -1.260, -0.536], [1.418, 0.092, -0.027], [-0.114, 1.263, -1.459], [1.044, 1.346, 0.259], [-0.114, 0.038, 0.318], [-0.226, -0.339, 0.213], [-0.008, 0.007, -0.001], [0.470, -0.400, -0.058], [-0.952, 0.599, 1.141], [-0.791, 0.583, 0.399], [-0.454, -0.081, 0.458], [-0.841, -1.343, -0.633], [0.429, 0.292, 0.567], [-0.002, 0.005, -0.315], [0.528, -0.150, 0.545], [0.215, 0.106, 0.257], [-0.545, -0.260, -0.379], [-0.648, -0.739, 0.551], [-0.300, -0.965, 1.420], [-0.347, -0.001, 0.876], [-0.906, -0.331, -0.555], [1.104, -0.221, 0.090], [1.329, -0.406, -2.560], [-0.615, 0.776, 0.762], [-1.509, 0.201, 0.070], [1.687, 1.136, -1.471], [0.239, 0.105, -0.084], [0.412, 0.131, -1.067], [-0.210, -0.430, 0.666], [-0.048, 0.388, 0.464], [0.218, 0.118, -0.181], [0.409, -0.481, 0.327], [-0.616, 0.105, 0.044], [0.208, -0.181, 0.771], [-0.703, 0.227, 0.555], [0.094, -0.437, -0.529], [-0.279, -0.023, 0.717], [-0.276, 0.303, -0.283], [0.546, 0.861, 0.519], [-0.562, -1.868, -0.644], [-0.823, 2.101, 0.000], [0.004, -1.808, -0.481], [-0.081, 1.384, -1.306], [-0.684, 0.547, 2.067], [-0.430, -0.341, 0.311], [-0.129, 0.535, -0.477], [-0.078, -0.445, -0.522], [0.123, 0.213, 0.493], [0.169, 0.517, 0.407], [0.781, -0.269, 0.427], [-0.185, -0.537, -0.137], [-0.156, 0.481, 0.362], [0.974, -0.044, 0.055], [-0.322, -0.684, 0.296], [0.331, -0.224, 0.420], [0.188, -0.261, -0.459], [0.505, 0.171, -0.217], [-0.284, -0.392, -0.854], [0.343, 0.149, -0.162], [0.667, -0.480, -0.257], [-0.422, -0.831, 0.732], [1.005, 1.313, 0.082], [1.360, -0.841, 0.035], [-1.672, 2.115, 1.724], [0.093, -1.021, -0.463], [-0.496, 1.120, 0.071], [-0.065, 0.133, 0.031], [-0.673, -0.135, 0.206], [0.209, 0.702, -0.074], [-0.040, -0.182, 0.035], [-0.359, 0.221, -0.572], [-0.282, -0.048, -0.163], [-0.473, -0.373, 0.545], [0.000, -0.341, -0.224], [-0.088, 0.507, 0.061], [0.091, -0.901, 0.054], [1.030, -0.975, -1.400], [-0.415, -0.003, -0.184], [-3.163, -0.456, 1.930], [1.855, -1.140, -0.529], [0.871, 0.464, 0.348], [-1.198, 0.545, 0.331], [0.770, 0.627, -0.323], [-0.628, -0.486, -0.889], [1.426, 0.262, -0.737], [0.484, 0.550, -0.379], [0.422, 0.285, 0.120], [-0.741, -0.500, 0.286], [-0.468, 0.038, -0.760], [0.016, -0.140, 0.133], [-0.361, 0.231, -0.536], [0.147, 0.403, -0.281], [-0.168, -0.208, 0.389], [-0.310, 0.117, -0.263], [-0.142, -0.891, -0.413], [-0.215, 0.137, 1.263], [1.541, -0.263, 0.415], [-0.052, 0.443, -0.192], [-1.015, 1.042, -0.869], [0.714, -0.003, 0.676], [0.406, -1.035, -0.166], [-0.348, 1.506, -1.963], [0.405, -0.261, 0.652], [-0.252, 1.620, -0.461], [0.831, -0.717, 0.884], [-0.698, -1.085, 0.124], [0.176, 0.778, 0.426], [-0.181, -0.121, 0.240], [0.033, 0.173, 0.124], [0.024, 1.339, 0.087], [-0.461, -0.257, -0.591], [0.425, -0.468, 0.020], [-0.144, -1.207, 0.640], [0.310, -0.104, 0.127], [0.160, 0.500, -0.331], [0.459, -1.336, 0.948], [0.213, -0.250, -0.013], [-1.088, -0.108, -0.385], [0.768, 0.254, 0.910], [-0.624, 0.036, -0.920], [-1.093, 1.956, 0.174], [1.910, 0.245, 1.202], [-0.971, 0.305, -0.700], [-1.122, -1.349, -1.617], [-0.006, -0.166, 0.138], [0.509, 0.145, 0.091], [-0.605, 0.185, -0.044], [-0.104, -1.059, 0.138], [0.228, -0.399, -0.082], [-0.642, -0.209, -0.232], [0.328, -0.397, -0.436], [-0.322, -0.615, 0.214], [0.470, -0.060, -0.478], [-0.584, 0.034, 0.104], [0.811, -0.611, 1.001], [0.085, 0.654, 0.643], [0.970, 0.653, 0.088], [-0.035, 0.339, -0.142], [0.206, -1.772, -1.954], [-0.786, 0.387, 2.422], [1.355, -1.206, -0.378], [0.247, 0.797, -0.164], [-2.117, 0.086, -0.010], [-0.730, -0.163, -0.598], [-0.514, 0.012, 0.211], [-0.436, 1.147, 0.315], [0.425, 0.773, 0.218], [-0.021, -0.127, -0.184], [0.279, 0.122, -0.249], [-0.930, -0.287, -0.360], [0.129, -0.924, 0.372], [0.196, -0.096, 0.229], [0.635, 0.881, -0.418], [0.379, 0.399, 0.373], [0.402, 0.592, -0.208], [0.745, -1.176, -0.449], [0.943, 0.365, 0.197], [-0.313, 0.186, 0.431], [0.930, 1.965, -0.939], [0.174, 0.244, 0.920], [-0.426, -1.330, 2.030], [-0.646, -1.126, 0.824], [-0.263, 0.969, -1.080], [0.627, -0.860, -0.469], [0.275, -0.464, 0.042], [-0.665, -0.408, -0.490], [0.429, -0.496, -0.166], [0.286, 0.154, 0.153], [-1.497, -0.371, 0.248], [-0.384, 0.771, -1.829], [0.751, -0.461, -0.277], [1.053, 0.094, -1.129], [-0.093, 0.213, 0.257], [-0.873, 0.041, 0.142], [0.460, -0.090, 1.178], [0.560, -0.579, -0.299], [-0.471, 0.907, 0.137], [-0.177, 0.766, 0.303], [-1.320, 0.961, -0.969], [0.376, -1.164, 0.927], [-0.842, 0.721, -0.394], [-0.236, 0.753, 0.074], [-1.959, -0.946, 1.939], [-0.891, 0.141, 1.018], [-0.686, -0.242, -0.125], [1.031, 0.439, -0.176], [0.313, -0.863, 0.732], [0.122, 0.178, 0.012], [0.199, 0.239, -0.570], [0.679, 0.281, -0.184], [0.086, -0.330, 0.222], [0.150, -0.382, -0.256], [0.056, -0.283, 0.159], [1.690, 0.975, -0.533], [0.374, -0.056, -0.738], [1.051, -0.186, 0.406], [-0.024, 0.082, -0.242], [-0.110, -0.099, -1.143], [0.236, 2.399, 2.365], [0.356, -0.435, -0.144], [-0.062, 0.429, 0.170], [-0.212, -0.431, -0.793], [-0.798, 0.400, 0.522], [-0.499, 0.391, -0.434], [0.622, -1.620, -0.403], [0.260, 0.045, -0.675], [0.065, -0.059, 0.515], [0.328, -0.563, -0.422], [0.257, -0.765, -0.531], [-0.616, 0.203, 0.020], [0.173, 0.009, -0.579], [-1.247, 0.587, 0.501], [0.433, -0.156, -0.049], [1.074, -0.440, -0.309], [0.804, 1.716, -1.197], [-0.012, -0.236, 0.801], [0.390, -0.530, 0.030], [-0.050, 0.375, -0.710], [-0.712, 0.164, 0.030], [-0.974, -0.003, 0.619], [-0.064, -0.314, -0.514], [0.285, -1.376, 1.057], [0.887, 0.589, 0.332], [-0.694, 0.025, -0.794], [-0.113, 0.209, 0.001], [1.300, -1.140, 1.356], [0.225, -1.125, -1.037], [-1.537, 0.084, 0.380], [0.266, 0.220, 0.456], [-0.120, 0.082, -0.465], [0.341, -0.528, -0.501], [0.193, 0.268, -0.636], [0.259, 0.840, 0.359], [-0.960, 0.517, 0.507], [0.757, 2.109, -1.118], [0.878, 2.310, -0.341], [-1.967, -1.081, -2.557], [1.083, -1.994, 4.182], [0.585, -0.549, 0.426], [-1.087, -0.548, -0.403], [-0.094, 0.099, 0.415], [0.544, -0.423, 0.733], [-0.754, -0.574, -1.054], [0.208, -0.240, -0.560], [0.140, 0.112, 0.298], [-0.322, 0.774, 0.056]],
  "mulliken_charge": [-1.42, 0.03, -1.16, 0.78, 1.43, -1.12, 0.19, 0.47, 0.44, 0.48, -0.17, 0.29, 0.56, -0.34, -0.13, 0.55, -1.21, -0.11, 0.45, 0.32, -1.31, -0.26, -0.66, -0.39, -0.43, -1.20, 0.34, 0.35, 0.32, 0.34, 0.15, 0.34, 0.37, 0.38, 0.16, 0.27, 0.31, 0.39, 0.18, 0.36, -1.65, -0.37, 0.20, 1.90, 0.22, -1.03, 0.69, 0.50, 0.13, 0.21, 0.41, 0.02, -0.56, -1.26, -0.13, 0.44, -0.44, 0.26, 0.52, -0.13, -1.55, 0.25, -1.07, -0.62, 0.96, 0.47, 0.41, 0.36, 0.35, -0.13, 0.39, 0.40, 0.43, 0.03, 0.47, 0.16, -0.80, 0.69, -1.15, -0.21, -0.24, -0.40, -0.77, 0.37, -0.69, -0.80, 0.40, -0.20, -0.14, 0.41, 0.04, 0.48, 0.21, 0.59, -0.67, 0.36, 0.33, 0.34, 0.57, -0.25, -0.75, -0.64, -1.19, 1.95, -0.58, 0.54, 0.36, -0.13, 0.41, 0.35, 0.31, 0.39, 0.31, -0.95, -0.32, 0.59, -0.06, -0.29, 0.27, -0.26, -1.31, 3.40, -1.55, -0.23, -0.36, -1.38, 0.75, 0.33, -0.02, -0.89, -1.52, 0.26, 0.39, 0.13, 0.30, 0.39, 0.29, 0.35, 0.36, 0.38, -0.50, 1.42, -0.54, 0.12, -0.44, -1.29, -0.22, -0.24, 0.16, 0.67, -1.07, 0.63, -0.29, -0.65, 0.62, 0.48, 0.24, 0.38, 0.21, 0.32, -0.71, 1.79, -0.43, -0.07, -0.56, -1.21, -0.02, -0.42, 0.67, -1.39, 0.59, -0.39, 0.33, -0.47, 0.59, 0.37, 0.37, 0.42, 0.30, 0.23, 1.83, -0.14, 0.96, 1.30, 0.56, 2.01, -0.79, -0.70, -0.24, -0.56, 0.19, -0.59, -0.21, -0.68, -0.30, -0.36, -0.34, -0.63, -1.26, -0.19, -0.88, -0.62, 0.72, -1.11, 0.66, -0.42, 0.38, -0.05, 0.35, 0.32, 0.39, -0.12, -0.22, 0.31, 0.44, -0.56, 0.47, -0.36, 0.58, -0.08, -1.44, 0.68, -0.29, -0.10, -0.37, 0.22, 0.28, 0.46, 0.26, 0.57, -0.29, -0.08, 2.98, 0.10, -0.75, 0.26, -1.15, -0.74, -0.98, -0.73, 0.10, 0.33, 0.37, 0.29, -0.95, 0.73, -0.70, 0.09, -1.09, 0.34, 0.12, 0.33, 0.01, 0.30, 0.54, 0.24, -0.29, 0.30, -0.82, 0.08, -1.02, -0.24, 0.69, -0.09, -0.01, 0.27, 0.35, 0.38]
}